[1]
236
Properties=species:S:1:pos:R:3:forces:R:3 method="wB97M-V/def2-TZVPD" homo_energy_ev=-9.69 multiplicity=1 charge=+3 orbital_gap_ev=3.995
O -0.287440 3.516383 2.554814 -0.56 -2.12 -4.95
O -0.122671 5.074254 3.963689 0.13 2.79 -0.41
O 7.590648 2.545889 3.984931 0.05 -0.84 -0.34
O 1.482795 0.325291 -2.678694 -0.17 -0.08 -0.36
O 1.156997 -3.686000 3.652795 0.01 -0.55 -0.06
O 6.122543 1.037840 4.723589 -0.44 -0.90 -0.01
O 1.989266 -3.891972 1.596269 0.28 0.00 -0.59
O -0.105191 3.025903 4.670465 0.11 -2.65 0.80
O 1.296085 1.147631 -4.757478 -1.07 -0.01 -1.49
N 1.825891 9.324771 -2.955648 -0.04 1.45 -1.08
N -4.354350 3.296197 3.601842 -0.24 -0.93 0.00
N -5.161421 -4.593801 0.339720 -2.55 0.70 1.13
N 2.818985 -0.767669 5.933316 0.13 -0.26 1.11
N -0.076129 -2.133727 -7.649103 1.62 0.63 -0.31
N 2.116150 -4.478037 -2.707263 -1.83 0.21 0.14
N -0.044096 -0.293813 1.263016 -1.55 0.29 -0.04
C -0.327432 -2.893788 -9.945152 1.24 -0.65 -0.20
C 2.181466 9.219140 -4.504535 -0.48 -1.16 1.79
C 0.417596 5.864717 -2.005159 0.13 -0.12 0.83
C -5.406074 1.457451 -0.477971 -0.67 -0.82 -1.00
C 5.228584 -3.095259 -0.667648 -0.19 0.04 -0.19
C 3.897935 -0.141700 6.777774 -1.02 -0.22 1.09
C -3.856804 -4.353572 -0.396286 0.38 -0.62 1.40
C 0.813524 -5.783609 2.449867 1.41 0.29 1.05
C 0.116076 -3.324246 -8.554661 -0.39 -0.94 0.07
C -0.593177 0.454755 7.621979 1.64 0.42 -1.57
C -3.659105 -1.915265 -5.072473 0.93 -0.37 0.06
C -3.748544 1.653384 5.357686 1.68 -0.11 -0.67
C 1.480368 -0.128749 1.147501 0.50 -0.55 -0.02
C -0.114363 3.858691 3.768014 -0.05 -0.37 7.16
C -5.460371 3.196745 4.717742 1.32 0.48 -0.57
C 1.360090 -1.655045 -7.300712 -0.91 0.22 1.15
C 2.109952 1.179541 1.655030 1.12 -0.54 0.86
C -5.697975 -6.017435 0.112357 1.57 1.05 -0.48
C -6.121660 -3.637965 -0.353357 -1.11 -0.76 0.46
C 1.471223 -0.103318 6.184227 0.68 0.09 -1.43
C -4.709028 2.640237 5.925672 -1.18 0.01 0.42
C -1.511758 0.165125 8.736825 0.15 -0.92 1.60
C 2.732078 10.572470 -4.925686 2.24 -1.41 0.98
C 3.896225 -3.057354 -1.481201 0.69 -0.99 -0.23
C 1.958754 11.540127 -4.046360 -0.59 0.64 -1.65
C 1.254540 10.748932 -2.956672 -0.71 0.39 -0.21
C 5.462423 -1.769104 0.065805 -0.23 -0.33 -0.26
C 1.204506 -4.840103 -1.499256 0.28 0.06 1.42
C 1.232162 6.906418 -2.714270 0.42 0.16 -0.88
C 0.889471 -0.187754 7.576893 -1.92 0.37 0.04
C -4.159574 -3.977028 -1.832598 -0.26 -0.30 0.13
C -3.569152 4.609393 3.685910 -0.25 -0.70 -0.45
C -2.575942 -3.438451 3.923307 -0.89 -0.82 -2.68
C -1.121732 -1.331411 -5.512470 -0.89 -0.18 2.19
C 1.503028 -3.224771 -3.440858 1.38 -0.68 1.32
C -4.954021 3.138728 2.168662 0.80 0.16 1.05
C -0.833809 -2.515733 -6.394213 0.00 0.32 -1.12
C 0.728946 8.328330 -2.488561 1.96 0.33 -0.55
C 4.387598 -1.832426 4.488843 0.08 0.74 -1.64
C 1.412691 -4.347582 2.615867 -1.05 0.67 -0.60
C -0.530610 -1.591881 0.544410 1.16 -0.52 0.52
C -4.103397 -5.200382 2.645873 -0.92 0.62 -1.18
C -0.876671 -1.092743 -8.489338 1.56 0.10 0.07
C 3.950494 -2.827009 5.465296 -0.86 -2.31 2.47
C -4.561451 2.709726 -0.357275 0.02 -0.51 1.12
C 3.644507 -4.376356 -2.238770 -1.87 0.85 0.15
C -1.814980 0.161078 -0.454936 -0.66 0.00 1.20
C 3.706988 1.112654 1.631836 -0.75 0.01 -0.99
C 1.874503 -5.665132 -3.577087 0.64 -0.88 -0.78
C 3.389159 1.388914 -3.648431 -0.49 -0.40 0.26
C -2.261641 -1.669423 -4.418582 -0.07 0.11 -2.68
C 7.340529 0.483847 2.698974 0.23 -0.48 0.83
C 3.334309 -0.732213 4.549685 0.21 1.06 -1.10
C 1.178381 4.520968 -1.817868 -0.84 0.48 -1.27
C 0.400358 -6.114623 -1.767026 0.78 0.01 -0.46
C 4.255625 1.449832 0.261903 0.99 0.13 -0.52
C 1.416907 -6.831660 -2.679026 -0.10 0.25 -1.30
C 2.776741 -2.256771 6.264707 -0.63 0.68 -0.41
C 7.011954 1.444818 3.929214 -0.30 1.29 -1.02
C -0.384021 -1.375369 -9.887638 -0.96 -0.68 -0.72
C -3.880878 2.934316 1.077689 -1.22 0.66 -1.68
C -0.579306 -0.273570 2.783834 0.21 -0.04 -1.40
C -5.631791 -3.476907 -1.760705 0.98 0.86 -1.57
C -3.443836 2.109963 3.934888 0.97 -0.02 -0.26
C -3.634018 -4.564392 3.927930 -0.32 0.27 2.04
C -1.187689 -1.145944 -0.737951 0.99 -0.79 -1.51
C -0.706966 0.808328 0.353761 0.04 0.59 0.89
C -5.157859 -4.285379 1.899904 2.64 -0.13 -0.79
C 1.916813 0.913972 -3.729447 1.14 -0.71 1.70
C 3.097390 9.319637 -2.122394 -1.08 1.15 0.87
H 0.600003 -6.139889 3.457618 -0.82 -0.11 -0.22
H 5.410071 -1.481922 4.629566 -0.21 0.36 -0.13
H 4.193871 1.846967 2.273588 -0.50 -0.33 0.71
H -1.857661 -1.834623 -1.252689 -0.14 -0.45 0.50
H -3.332428 -5.295807 -0.237151 0.53 0.31 -0.30
H 1.759182 1.274199 2.682693 0.15 0.42 0.18
H -3.553612 -2.498703 -5.987120 -0.01 -0.27 0.05
H -0.520689 -0.098456 -8.219585 -0.56 -0.06 0.57
H 2.175281 4.651590 -1.396899 -0.32 0.15 0.64
H 3.773271 0.241495 4.332183 0.17 0.14 0.31
H 4.216213 -4.399333 -3.166522 0.10 -0.42 0.20
H -3.462944 -3.262149 -2.270503 -0.05 0.42 0.63
H -2.724170 4.458665 3.014067 0.04 0.35 0.22
H 1.097486 -5.386289 -4.288834 -0.10 -0.16 0.06
H 3.697180 -5.253347 -1.593623 0.55 -0.04 -0.29
H -1.224783 -3.427053 -10.258956 -0.09 0.44 -0.05
H 1.750886 -2.379902 -6.586601 -0.09 -0.18 -0.11
H 3.585333 -3.702663 4.928640 0.00 -0.15 0.34
H -2.265400 -3.047815 4.892362 0.09 -0.30 -0.33
H -0.257502 -1.133668 3.371016 0.65 -0.31 -0.65
H -6.319858 1.356823 0.107673 0.26 0.32 0.60
H -6.137812 -4.314966 2.376261 -0.19 -0.42 -0.65
H -5.834814 4.210967 4.856491 -0.37 -0.26 -0.08
H -7.122390 -4.066364 -0.297585 0.07 -0.19 -0.09
H -5.387677 2.107484 6.591788 -0.25 0.30 0.03
H 4.101469 0.111500 1.805528 -0.25 0.01 0.78
H 1.855605 -1.004062 1.677705 0.20 0.10 0.50
H 2.524062 -0.851946 3.830462 -0.22 -0.53 0.24
H -0.573012 -5.831595 -2.167685 0.06 -0.48 -0.83
H 3.876818 8.578688 -2.300086 -0.59 -0.14 -0.38
H -3.370568 -3.545611 0.150408 0.17 -0.05 -0.01
H 5.345048 1.422433 0.284087 0.22 -0.39 0.33
H 2.729319 9.308923 -1.096474 0.23 -0.57 0.14
H 1.839404 -2.670666 5.892950 -0.11 0.24 -0.26
H 2.286968 6.692188 -2.542240 0.21 0.72 0.78
H -2.805003 1.693549 5.901953 -0.06 -0.33 0.16
H 0.793269 -1.254580 7.778679 0.10 0.02 0.59
H -5.666378 -2.413254 -1.996381 0.05 0.01 -0.13
H -1.932682 -1.280589 -8.295299 0.10 0.15 -0.16
H 3.069019 -2.858938 -0.799672 -0.07 0.16 0.03
H -3.208139 4.847399 4.686470 -0.04 -0.47 0.00
H 1.592589 -2.403469 -2.729848 0.00 0.31 -0.38
H -3.282870 3.825003 0.884914 0.13 0.07 0.63
H 7.365423 -0.501907 3.163496 0.47 -0.29 0.00
H -1.728318 -2.977895 -6.811802 -0.09 -0.17 0.29
H 3.803552 10.583931 -4.725866 0.15 -0.05 0.34
H -6.252954 -2.710428 0.203889 0.78 0.08 -0.01
H 0.458908 -3.385545 -3.709329 0.07 -0.40 0.37
H -1.118464 -2.261226 1.172512 -0.33 0.65 0.51
H 1.078817 -7.696898 -3.249242 -0.56 0.34 -0.28
H -4.159155 -2.552800 -4.343364 -0.75 0.25 -0.29
H -2.883213 -2.672079 3.211718 -0.57 0.94 0.53
H -4.226815 3.404907 6.534645 0.06 0.09 -0.28
H 1.226219 8.959596 -4.960868 0.07 0.06 -0.20
H 3.333858 2.335527 -3.110889 0.36 0.17 -0.13
H 0.821650 -0.661610 5.510081 -0.21 0.11 -0.09
H 8.280269 0.689279 2.186345 0.14 0.16 0.37
H -2.401608 2.382110 3.768140 0.10 0.64 0.45
H 2.081800 -1.607581 -8.116183 -0.71 0.08 -0.35
H -4.862447 0.513667 -0.435237 0.35 0.03 0.55
H -0.420262 -4.162769 -8.110446 -0.39 0.09 -0.27
H -2.013176 -2.648480 -4.008918 0.31 0.21 0.67
H 5.226692 -3.909340 0.057172 -0.32 -0.10 0.03
H -2.346437 0.863238 8.673247 -0.08 -0.15 0.32
H 2.730222 -2.328546 7.351348 0.58 -0.27 -0.10
H 0.175747 -6.724925 -0.892282 0.33 0.43 0.34
H -3.806421 2.653659 -1.141425 0.37 0.04 0.28
H 1.774334 -0.353081 0.122138 -0.50 0.32 -0.42
H -6.780272 -6.079275 0.225953 0.31 0.08 0.32
H 0.591998 -0.930689 -10.081940 0.01 -0.03 0.24
H 2.066723 -3.043135 -4.355931 0.20 0.04 0.22
H 1.223972 6.788279 -3.797829 -0.45 -0.43 -0.22
H -5.101259 -6.634603 0.784039 -0.45 -0.32 -0.23
H -1.871246 -0.863289 8.771887 -0.24 -0.07 -0.34
H -0.474317 1.538212 7.612670 0.32 0.10 -0.26
H 4.277130 -2.330380 3.525552 0.45 0.41 -0.31
H -0.128849 8.524302 -3.131900 -0.04 0.05 0.17
H 0.505670 8.600310 -1.456926 0.04 -0.14 0.01
H 6.337225 -1.750169 0.715793 0.08 -0.26 -0.18
H 3.969337 0.700357 -3.034101 -0.01 0.05 0.06
H 3.866301 1.487359 -4.623500 -0.19 0.25 0.05
H 3.496651 10.332614 -2.172961 0.36 -0.19 -0.50
H -5.408523 -6.184709 -0.925113 -0.32 -0.60 0.03
H -3.996567 -4.817227 -2.507579 -0.59 -0.33 0.15
H 1.286422 -0.719384 -6.746447 0.04 0.25 -0.20
H 4.144903 2.491919 -0.037917 -0.89 -0.03 -0.22
H -4.540153 -4.248297 4.444758 -0.09 0.20 0.32
H 2.422628 12.438569 -3.639268 0.60 -0.38 -0.25
H -4.802456 -3.257206 1.968007 -0.08 0.13 -0.17
H 0.186210 10.653536 -3.150781 0.07 -0.15 -0.10
H 3.529282 -0.364519 7.779054 0.68 0.00 0.28
H -5.187214 3.543966 -0.674355 0.05 0.31 0.48
H 0.361892 -2.193235 0.371486 0.18 0.06 0.00
H -4.648860 -6.131786 2.797733 0.45 -0.18 0.49
H 4.855551 -0.614362 6.559482 -0.13 0.40 0.05
H 1.450919 0.354442 8.337755 0.22 -0.34 -0.03
H -1.026984 -1.064657 -10.711141 -0.18 0.50 0.36
H 1.142438 -3.689329 -8.592021 0.14 0.59 0.40
H -1.432016 -0.425152 -6.032580 0.19 -0.14 -0.16
H 4.603406 -1.596981 0.714313 -0.08 0.21 -0.05
H 0.601832 -3.980881 -1.204922 0.28 0.03 -0.05
H 0.532105 3.825634 -1.282200 0.44 -0.08 0.21
H -0.993104 1.631145 1.008898 0.11 0.05 -0.05
H 5.564180 -0.962881 -0.660653 -0.08 0.12 0.14
H 1.597085 -6.459172 2.106727 0.11 0.08 -0.32
H -5.568935 4.032618 2.064072 0.11 0.01 -0.45
H 2.781958 -5.852575 -4.151113 -0.02 -0.18 0.02
H 1.334743 11.889122 -4.869103 -1.20 0.59 0.94
H 1.899068 2.113951 1.134918 -0.67 -0.31 -0.24
H 3.907692 0.945067 6.694473 0.22 -0.18 -0.60
H -0.562722 5.855584 -2.481592 -0.06 -0.85 -0.19
H -4.214911 5.416187 3.339223 -0.01 -0.11 -0.03
H -3.203565 2.112759 1.310912 -0.17 -0.02 0.00
H -2.375757 -0.862958 -3.694228 0.57 -0.26 0.18
H -6.191499 2.477642 4.348353 -0.13 0.28 0.01
H -1.177120 0.241237 6.726702 0.47 -0.22 -0.60
H 0.011263 -5.817129 1.712742 -0.27 0.11 0.29
H -1.823811 -3.848154 3.249122 1.23 -0.15 1.00
H 2.824184 8.339813 -4.462107 0.22 0.24 -0.89
H -3.494517 1.241229 3.278504 -1.06 0.34 -0.53
H 1.833937 -5.143335 -0.662612 0.33 0.87 0.11
H 1.610216 0.893902 5.766714 -0.35 0.28 0.30
H -0.990323 0.255527 9.689739 -0.20 0.46 0.23
H 3.973800 -2.325340 -2.285093 -0.14 0.59 0.40
H -2.202096 0.708579 -1.314289 0.59 0.19 -0.04
H -6.156693 -3.959843 -2.584936 -0.58 -0.17 0.57
H -4.084441 0.619753 5.274666 -0.30 0.11 0.54
H -2.693379 -0.067016 0.148784 -0.26 0.34 0.43
H 0.182747 6.247338 -1.011913 0.14 0.07 0.29
H 6.628915 0.310025 1.891820 -0.70 0.75 0.16
H -1.663808 -0.375597 2.744548 -0.05 0.30 -0.35
H 0.050035 1.138368 -0.357665 0.25 -0.03 0.20
H 6.053809 -3.321337 -1.342923 0.11 0.10 -0.14
H 0.496227 -3.147616 -10.612440 -0.38 -0.34 -0.33
H -0.207977 -3.267604 -5.913461 -0.21 -0.07 0.15
H -5.627645 2.283769 2.226881 0.13 -0.07 0.01
H -4.242428 -1.051273 -5.390822 0.10 0.18 0.57
H -0.292143 0.626794 3.326935 0.11 0.35 -0.45
H 2.300869 -7.277045 -2.222568 -0.12 0.45 0.91
H -3.232955 -5.406771 2.023103 -0.04 -0.02 -0.31
H -0.212597 -1.123724 -4.948165 0.04 0.59 -0.02
H -3.203454 -5.317697 4.587657 -0.18 -0.36 -0.16
H -0.304486 4.469983 2.445482 -0.23 1.81 -2.93
H 4.677293 -3.159709 6.206364 0.45 0.02 -0.39
H 1.401106 4.083592 -2.791110 -0.28 -0.19 -0.19
H 3.993049 0.716843 -0.500914 -0.46 0.38 -0.27
H 1.327904 11.340218 -2.043934 0.27 -0.87 0.49
H -5.822089 1.394201 -1.483469 0.03 0.31 -0.33
H 2.740333 10.695835 -6.008652 -0.78 0.22 0.10
H -0.378336 -1.005507 -1.454420 0.17 0.28 -0.29



[2]
6
Properties=species:S:1:pos:R:3:forces:R:3 method="wB97M-V/def2-TZVPD" homo_energy_ev=-4.69 e_above_lowest_kcal_mol=20.80 multiplicity=1 charge=-1 orbital_gap_ev=8.591
P -1.133835 -0.077840 -0.312915 -2.26 2.26 1.17
O -1.809562 1.216868 0.067469 1.17 0.29 -1.09
O -1.910286 -1.182987 0.260368 0.06 -2.51 -0.11
O 1.282674 1.167270 0.174228 0.32 1.39 -0.05
O 1.521057 -1.104051 -0.096235 -0.07 0.60 -0.28
C 1.167882 0.032850 -0.061505 0.78 -2.04 0.37